DFT (ωB97M-V/def2-TZVPD) results for a 2-piece molecular cluster, C9H11N2S overall at a distorted geometry.

Last column: Mulliken charge in e.
CARTESIAN COORDINATES (ANGSTROEM)
N  1.90  -0.57  0.84  -0.3305
H  -2.22  3.13  -0.65  0.4710
C  -0.47  2.32  -1.40  -0.5108
C  -2.50  1.04  -0.95  -0.4655
S  0.36  -2.43  1.45  -0.0228
H  1.15  -1.28  -2.37  0.2686
H  -2.24  -0.98  -1.05  0.3785
H  -3.70  1.07  -0.86  0.2823
C  -1.80  -0.03  -1.18  -0.2677
C  1.92  -0.38  2.25  -0.2500
C  1.18  -1.56  2.89  -0.6054
H  1.71  -2.22  3.51  0.3623
C  0.21  -1.29  -1.78  -0.7873
H  1.24  1.17  -2.16  0.4402
H  1.10  0.41  2.41  0.2375
H  -0.03  3.35  -1.45  0.3380
N  1.22  -1.43  0.39  0.1271
C  -1.78  2.24  -0.97  -0.2389
H  0.30  -1.29  3.49  0.3045
C  0.24  1.19  -1.83  -0.3938
C  -0.42  -0.06  -1.50  0.9409
H  2.96  -0.21  2.53  0.3359
H  -0.32  -2.20  -1.62  0.3856

Output
HOMO level (eV): -12.810
F_max (eV Å⁻¹): 5.31
Gap between HOMO and LUMO (eV): 7.118
E_tot (eV): -23316.2230
Net charge: +1